This record from the OMol25 dataset describes a cluster of 6 separate species, C22H42ClNO9 in total in a non-equilibrium geometry. The level of theory is wB97M-V/def2-TZVPD.

Computed properties:
- HOMO-LUMO gap (eV) = 9.6
- charge = 0
- DFT total energy (eV) = -55934.14249
- multiplicity = 1
- HOMO level (eV) = -9.24

Element x y z (Å)
O: -0.83169 -2.23353 2.56188
C: -0.67946 -1.80251 1.44721
C: -1.79229 -1.17541 0.64995
C: -3.12955 -1.47061 1.32399
C: -4.34398 -1.17708 0.47955
O: -5.50778 -1.46706 1.32816
C: -5.78470 -0.29445 1.92990
O: -5.96755 -0.09260 3.06510
O: -5.77042 0.65679 0.92594
C: -4.68853 0.30914 0.10159
Cl: -3.40653 1.51890 0.37029
N: 0.58787 -1.88113 0.83265
C: 1.11776 -0.66796 0.24641
C: 2.07052 0.05893 0.95804
C: 2.60823 1.20785 0.38964
C: 2.21099 1.63253 -0.87425
C: 1.25407 0.91157 -1.57803
C: 0.71018 -0.23459 -1.00815
H: -1.55620 -0.12076 0.59122
H: -1.76517 -1.61435 -0.34150
H: -3.14766 -2.53893 1.52004
H: -3.16901 -0.99076 2.29733
H: -4.49755 -1.81576 -0.38102
H: -4.97211 0.33948 -0.94218
H: 1.21651 -2.17969 1.57033
H: 2.37550 -0.27111 1.93986
H: 3.34171 1.77840 0.94016
H: 2.64820 2.52912 -1.28619
H: 0.94933 1.22160 -2.56327
H: -0.02779 -0.78965 -1.56597
C: -3.41764 5.10692 -0.00651
C: -2.28336 5.66480 0.83092
O: -1.88456 6.96340 0.38728
H: -3.12362 5.05276 -1.05549
H: -3.69812 4.10818 0.33097
H: -4.29677 5.75308 0.05395
H: -1.40239 5.02909 0.75443
H: -2.57941 5.71603 1.88462
H: -2.65105 7.54242 0.45592
C: 3.84265 -3.36986 -3.16423
C: 2.90630 -2.18414 -3.30667
O: 1.54892 -2.55622 -3.07895
H: 3.56527 -4.15682 -3.86761
H: 4.87626 -3.07710 -3.35458
H: 3.78549 -3.79235 -2.16438
H: 2.94990 -1.77290 -4.31463
H: 3.18466 -1.39171 -2.60125
H: 1.49364 -2.90650 -2.18388
C: -2.45681 -5.49056 -1.79160
C: -1.70891 -4.56039 -2.72906
O: -1.70493 -3.21826 -2.24424
H: -3.48607 -5.15314 -1.66193
H: -2.46922 -6.51052 -2.17767
H: -1.98859 -5.50174 -0.80397
H: -2.18643 -4.53529 -3.70666
H: -0.67657 -4.89872 -2.86102
H: -1.26877 -3.22644 -1.38600
C: -0.23060 7.79315 4.53793
C: -1.68461 8.20704 4.40456
O: -1.90110 9.00109 3.24230
H: 0.41120 8.67357 4.57904
H: -0.07172 7.20005 5.44009
H: 0.08107 7.20048 3.67467
H: -1.99004 8.81268 5.25636
H: -2.32990 7.32199 4.36617
H: -1.64434 8.47231 2.47906
C: 7.88918 -5.51099 -1.08415
C: 6.91697 -4.35181 -1.20003
O: 5.57456 -4.76038 -0.94325
H: 7.61611 -6.30536 -1.77912
H: 8.90930 -5.19084 -1.30029
H: 7.86683 -5.93451 -0.07732
H: 6.92857 -3.94368 -2.20915
H: 7.19150 -3.55157 -0.50466
H: 5.54422 -5.11356 -0.04865

***

This record from the OMol25 dataset describes a cluster of 2 separate species, C22H42F6N3O6P in total in a non-equilibrium geometry. The level of theory is wB97M-V/def2-TZVPD.

Computed properties:
- HOMO-LUMO gap (eV) = 1.5
- charge = 0
- DFT total energy (eV) = -65830.45017
- multiplicity = 1
- HOMO level (eV) = -5.85

Element x y z (Å)
C: 3.39235 -2.98333 1.17223
C: 2.56950 -1.57164 0.81245
C: 1.36054 -1.77425 -0.27057
C: 0.03360 -2.00745 0.67849
C: 1.23511 -0.63062 -1.44036
C: 1.06525 0.90903 -0.84654
P: 2.58137 1.90226 -0.37901
O: 3.76088 1.98909 -1.42911
O: 3.14931 1.69008 1.29390
O: 1.99235 3.59101 -0.33079
C: -0.18541 -0.76297 -2.33400
C: -1.55585 -0.29177 -1.60992
C: -2.26643 0.97099 -2.44608
C: -3.91153 0.91683 -2.32198
C: -4.42954 2.43344 -1.95291
C: -6.09717 2.48131 -1.87432
C: -6.62000 1.54175 -0.59545
C: -7.09389 0.07840 -1.18431
O: -6.88518 -1.03252 -0.23719
C: -7.52041 -2.25108 -0.78035
N: -0.41252 -2.15913 -2.86929
C: 0.86968 -2.59093 -3.54256
N: 1.15925 -3.91221 -3.90628
N: 1.86342 -1.51333 -3.88812
C: 2.36444 -0.76952 -2.62706
C: 3.77786 -1.46770 -2.34699
F: 4.78179 -0.77158 -1.52938
F: 3.74669 -2.92864 -1.96749
F: 4.43731 -1.53054 -3.71697
H: 2.99127 -3.81547 0.45287
H: 3.27103 -3.22816 2.31793
H: 4.53003 -2.76361 0.89065
H: 2.10536 -1.23885 1.86173
H: 3.36789 -0.76992 0.55383
H: 1.48249 -2.81766 -0.83960
H: -0.28504 -0.99243 1.21429
H: -0.91178 -2.39804 0.11077
H: 0.33653 -2.73972 1.56813
H: 0.40237 0.78150 0.13906
H: 0.49124 1.56031 -1.66835
H: 2.60176 2.33016 1.87287
H: 2.67919 4.17983 -0.78440
H: -0.04498 0.06350 -3.18907
H: -2.34525 -1.18223 -1.71260
H: -1.51748 -0.02487 -0.48109
H: -1.83490 1.99139 -2.07010
H: -2.02324 0.89331 -3.61054
H: -4.37472 0.59661 -3.36939
H: -4.17193 0.13359 -1.46118
H: -4.01628 3.15688 -2.79844
H: -3.99528 2.83424 -0.92717
H: -6.49687 2.05983 -2.91216
H: -6.44939 3.57838 -1.65954
H: -7.48725 2.06440 -0.00568
H: -5.72381 1.38391 0.17506
H: -8.24717 0.14496 -1.38872
H: -6.50858 -0.09881 -2.18824
H: -6.79793 -2.79091 -1.54981
H: -8.52880 -2.03552 -1.33503
H: -7.64384 -2.99812 0.12767
H: -1.19112 -2.19738 -3.56433
H: 1.62506 -4.59563 -3.26953
H: 0.93422 -4.13938 -4.92019
H: 1.49763 -0.82751 -4.58901
H: 2.54883 0.34101 -3.02620
C: 5.24912 2.60787 4.54995
C: 4.78199 1.17440 4.39140
O: 4.57724 0.50412 5.63034
C: 3.34111 0.73457 6.36386
O: 2.28580 0.54226 5.57817
C: 3.31248 2.10848 7.14335
F: 4.54122 2.40139 7.66060
F: 2.47295 2.05759 8.21700
F: 2.93858 3.18374 6.40835
H: 5.97038 2.70441 5.36686
H: 5.71050 2.96239 3.62305
H: 4.41118 3.27436 4.75950
H: 5.58846 0.62213 3.89506
H: 3.91721 1.10407 3.72401
H: 3.46979 0.02373 7.19403

***

This record from the OMol25 dataset describes a cluster of 2 separate species, C22H42N3O11P2 in total in a non-equilibrium geometry. The level of theory is wB97M-V/def2-TZVPD.

Computed properties:
- HOMO-LUMO gap (eV) = 7.6
- charge = +1
- DFT total energy (eV) = -69053.23787
- multiplicity = 1
- HOMO level (eV) = -12.24

Element x y z (Å)
C: -7.64677 1.77347 -2.44229
C: -7.52944 1.24848 -3.99194
O: -6.78271 0.00198 -4.12057
C: -5.38823 0.18442 -3.84838
O: -4.81958 1.33626 -3.96630
C: -4.39567 -1.02448 -3.36419
C: -3.20417 -0.31658 -2.53938
C: -2.22002 -1.38335 -1.76869
C: -1.56385 -0.53033 -0.53876
C: -1.87368 -0.71907 0.98829
C: -2.83088 -1.76603 1.76218
P: -1.64064 -3.07624 2.52986
O: -2.31650 -4.44586 2.74412
O: -0.31946 -3.27887 1.42659
O: -0.94148 -2.51651 4.02109
N: -1.09376 0.28896 1.73565
N: -1.12838 0.45500 3.11222
C: -2.26085 1.12496 3.41841
O: -3.34550 1.37594 4.01197
C: -0.36807 0.98822 0.68403
N: -0.55520 0.56933 -0.69897
C: 0.08985 1.09369 -1.94359
C: -0.21222 2.64115 -2.27072
C: 0.36793 3.70071 -1.19912
C: 1.82641 3.35116 -0.60064
C: 1.93308 4.15936 0.83016
C: 3.13009 3.63136 1.77520
C: 2.56574 2.74231 3.03458
O: 3.51067 1.68589 3.37048
C: 3.25484 1.17620 4.71115
H: -7.48202 0.90220 -1.69778
H: -6.88994 2.62916 -2.22092
H: -8.72341 2.19291 -2.27987
H: -8.63208 1.06188 -4.32276
H: -7.14343 2.09226 -4.69442
H: -3.96922 -1.57613 -4.30018
H: -4.95219 -1.80218 -2.69821
H: -3.70966 0.30428 -1.69278
H: -2.54457 0.39463 -3.15629
H: -1.37273 -1.65263 -2.49595
H: -2.78105 -2.31410 -1.39508
H: -3.36120 -1.28076 2.66473
H: -3.56054 -2.33207 1.06759
H: 0.36989 -2.65199 1.78627
H: -0.16798 -1.94788 3.74686
H: 0.30301 1.83598 1.06427
H: 1.22235 0.90943 -1.89606
H: -0.32916 0.47535 -2.83450
H: 0.28951 2.87345 -3.29599
H: -1.34232 2.88091 -2.43335
H: 0.44759 4.72109 -1.76100
H: -0.36847 3.84897 -0.32815
H: 2.70063 3.67829 -1.30036
H: 1.99793 2.24437 -0.33900
H: 0.94025 3.91306 1.38654
H: 1.99124 5.28968 0.57147
H: 3.99493 3.11017 1.22850
H: 3.59534 4.57765 2.27702
H: 2.37612 3.45128 3.94253
H: 1.55382 2.23714 2.81102
H: 2.27774 1.59622 5.19175
H: 4.17177 1.49521 5.35994
H: 3.15487 0.02347 4.68979
C: 6.52003 -3.08150 -1.84433
O: 5.72726 -3.89955 -0.99707
P: 4.42121 -3.21829 -0.36678
O: 3.63204 -2.38776 -1.30780
O: 4.97734 -2.42694 0.91411
C: 5.95792 -3.05177 1.72875
O: 3.63410 -4.46478 0.26318
C: 2.26350 -4.25355 0.55545
H: 7.49883 -3.54867 -1.96059
H: 6.04558 -2.99867 -2.82394
H: 6.65271 -2.08684 -1.41091
H: 6.95189 -2.79435 1.35499
H: 5.84295 -4.13792 1.74091
H: 5.85951 -2.67502 2.74800
H: 1.71068 -4.05632 -0.36622
H: 2.14628 -3.41555 1.24679
H: 1.85962 -5.15535 1.01734

***

Number 1: LUMO level 0.0133 Eh. Number 2: LUMO level -0.1617 Eh. Number 3: LUMO level -0.1698 Eh.